Below is a molecular structure, C10H37CaN14O9, with properties calculated with ωB97M-V/def2-TZVPD.

Last column: Löwdin charge in e.
CARTESIAN COORDINATES (ANGSTROEM)
Ca: 0.29750 1.47414 3.45405  1.62
C: -0.31668 -1.94187 0.27418  -0.06
C: -0.31324 -0.46557 0.64987  -0.43
O: 0.53214 -0.12872 1.72363  -0.48
H: -1.29195 -2.30801 -0.07755  0.08
H: -0.09042 -2.59110 1.11587  0.05
H: 0.28386 -2.21499 -0.59520  0.04
H: -1.29574 -0.09596 1.02715  0.05
H: -0.22740 0.13264 -0.27656  0.08
C: 0.37937 -3.39082 3.58235  -0.16
O: 0.65823 -2.35367 4.49977  -0.12
H: -0.60940 -3.27453 3.13101  0.07
H: 1.17690 -3.53748 2.85314  0.08
H: 0.31181 -4.33799 4.12548  0.08
H: 0.14895 -1.57248 4.27744  0.00
C: -2.03862 0.12575 -3.14589  -0.65
O: -1.05218 -0.54464 -3.45980  0.01
N: -2.67626 -0.03344 -1.94708  0.17
N: -2.56621 1.04499 -4.01568  0.17
H: -3.27448 0.71531 -1.65236  0.08
H: -2.41170 -0.78572 -1.34032  0.08
H: -3.02888 1.84561 -3.62189  0.10
H: -2.19640 1.06702 -4.94784  0.12
C: -2.36725 -0.56167 4.36173  -0.59
O: -1.26664 0.01281 4.35874  -0.16
N: -2.95481 -0.98153 5.52019  0.20
N: -3.23714 -0.47989 3.30814  0.20
H: -2.28627 -1.00929 6.27484  0.13
H: -3.86341 -1.39994 5.53967  0.12
H: -4.13634 -0.91875 3.30564  0.12
H: -2.84337 -0.00204 2.51518  0.07
C: 1.54804 -2.99800 -4.17285  -0.65
O: 1.00781 -3.08206 -5.25365  0.04
N: 2.83045 -3.38303 -3.82155  0.15
N: 0.78513 -2.63790 -3.05351  0.13
H: 3.46807 -3.46989 -4.59415  0.10
H: 3.12236 -2.99365 -2.94407  0.07
H: 1.25523 -2.46131 -2.18992  0.03
H: -0.07978 -2.13819 -3.22815  0.04
C: -2.53878 2.78776 1.73990  -0.62
O: -1.37673 2.56870 2.13992  -0.15
N: -3.12655 2.02352 0.77884  0.19
N: -3.32517 3.75853 2.25700  0.20
H: -4.11917 2.00937 0.64104  0.12
H: -2.51049 1.31157 0.40981  0.07
H: -4.22219 3.96911 1.85769  0.12
H: -3.05318 4.30257 3.05535  0.12
C: -0.36579 4.12748 -1.81843  -0.68
O: -0.83570 4.72092 -2.76035  0.05
N: 0.00834 4.78091 -0.65453  0.14
N: -0.11735 2.78595 -1.81747  0.17
H: 0.31246 4.23209 0.12198  0.07
H: 0.23975 5.74134 -0.83767  0.11
H: -0.29228 2.27373 -2.66499  0.09
H: 0.10620 2.28132 -0.98082  0.07
C: 3.93690 -1.54125 1.52706  -0.65
O: 5.03165 -2.03518 1.61210  0.07
N: 3.26768 -1.34821 0.31575  0.14
N: 3.29157 -0.84062 2.51717  0.14
H: 2.31251 -1.02667 0.37835  0.04
H: 3.42025 -2.07507 -0.36743  0.10
H: 2.37216 -0.49409 2.26385  0.02
H: 3.82899 -0.60452 3.32889  0.10
C: 3.80566 0.95021 -2.93001  -0.67
O: 4.98564 0.76820 -2.65799  0.03
N: 2.78099 0.62132 -2.07516  0.15
N: 3.40471 1.44321 -4.14740  0.15
H: 1.84151 0.74003 -2.41432  0.06
H: 2.94553 0.29381 -1.13923  0.05
H: 2.48169 1.31153 -4.52131  0.09
H: 4.12791 1.83833 -4.71761  0.10

Atoms 1-3, force components in eV/Å:
-0.9 -1.8 -2.1
-0.7 -0.6 -0.4
-0.7 0.8 1.0

Results
**HOMO energy**: -11.016 eV
**Orbital gap**: 6.3473 eV
**Charge**: +1